C54H144B6F24N9O18 | ωB97M-V/def2-TZVPD

XYZ file:
```
255
Properties=species:S:1:pos:R:3
C -11.17197 -20.82230 18.03387
O -10.88735 -20.52670 19.39708
C -10.61720 -19.19013 19.60013
C -9.05726 -18.97258 19.31881
N -8.30875 -19.88359 20.24851
H -8.54351 -19.58977 21.18588
H -8.69631 -20.81455 20.19174
C -6.75134 -19.89047 20.07554
C -6.29987 -20.86060 21.19022
O -6.93332 -20.49782 22.38170
C -6.40380 -21.09953 23.60517
H -11.72958 -21.75606 17.96131
H -10.26171 -21.05295 17.48041
H -11.66900 -20.01378 17.49782
H -10.90177 -18.96291 20.62749
H -11.15814 -18.46303 18.99449
H -8.79194 -17.92878 19.48676
H -8.68926 -19.22813 18.32514
H -6.35406 -18.87632 20.11769
H -6.51016 -20.16528 19.04869
H -5.22604 -20.96855 21.34303
H -6.51670 -21.89195 20.91200
H -6.64164 -22.16091 23.53445
H -6.91290 -20.60496 24.43241
H -5.32942 -20.92708 23.66895
C -14.49277 -27.74474 17.45727
O -15.74246 -28.38641 17.17692
C -15.59450 -29.52620 16.40538
C -16.98092 -30.18443 16.29612
N -17.71339 -30.32476 17.71226
H -17.67491 -29.43682 18.19204
H -18.70122 -30.53443 17.73060
C -17.11981 -31.50805 18.60855
C -17.81093 -31.43675 19.97037
O -17.71150 -30.12966 20.59659
C -17.85272 -30.27641 22.06539
H -13.89437 -28.34058 18.14647
H -14.76857 -26.82485 17.97286
H -13.92098 -27.38603 16.60141
H -14.93232 -30.23415 16.90379
H -15.25501 -29.34081 15.38634
H -17.13076 -31.16021 15.83404
H -17.68835 -29.65071 15.66146
H -16.03520 -31.48643 18.71459
H -17.40690 -32.48687 18.22439
H -17.45407 -32.22232 20.63642
H -18.85665 -31.66983 19.76977
H -17.77465 -29.32582 22.59302
H -17.03153 -30.86274 22.47766
H -18.80167 -30.73514 22.34314
C 6.92008 -20.34016 0.52340
O 5.51203 -20.60880 0.92303
C 4.61436 -20.77998 -0.14469
C 3.18671 -20.82354 0.26647
N 2.90474 -21.23804 1.72440
H 3.27511 -22.12544 2.03333
H 3.17942 -20.54916 2.41003
C 1.35862 -21.37677 2.07156
C 1.10242 -21.71423 3.59059
O 2.00160 -22.69605 4.01479
C 2.11701 -22.81823 5.43742
H 7.59394 -20.50068 1.36498
H 7.01071 -19.37469 0.02564
H 7.34171 -20.98566 -0.24709
H 4.73721 -21.81815 -0.45327
H 4.81963 -20.11084 -0.98027
H 2.60527 -21.54712 -0.30493
H 2.88812 -19.77647 0.21582
H 0.93560 -22.08170 1.35585
H 1.06100 -20.34774 1.87008
H 0.10884 -22.09440 3.82801
H 1.08618 -20.80453 4.19081
H 2.30982 -21.89089 5.97684
H 2.88840 -23.47974 5.83170
H 1.24162 -23.35400 5.80449
C -12.92375 -23.96813 5.60457
O -14.21380 -24.01430 4.96802
C -15.32605 -24.64380 5.56856
C -16.52751 -24.37272 4.67828
N -16.24737 -24.67901 3.16257
H -15.78912 -23.92533 2.67056
H -15.73102 -25.53895 3.04428
C -17.48823 -24.92130 2.28215
C -18.52053 -23.76878 2.40617
O -17.91145 -22.41027 2.43813
C -18.86983 -21.29792 2.37211
H -13.01216 -23.49829 6.58413
H -12.16957 -23.45429 5.00852
H -12.58826 -24.99746 5.73114
H -15.67690 -24.36673 6.56266
H -15.13917 -25.71692 5.60811
H -16.86219 -23.33559 4.69935
H -17.31343 -25.06459 4.98116
H -17.93227 -25.89636 2.48261
H -16.95312 -25.07103 1.34442
H -19.21067 -23.81221 3.24873
H -19.09293 -23.73399 1.47921
H -19.73013 -21.48624 1.72983
H -18.24548 -20.44049 2.12091
H -19.37348 -21.14410 3.32645
C 3.69498 -21.91683 11.36922
O 3.14679 -23.15813 11.99917
C 3.13965 -22.94751 13.40703
C 2.42086 -24.04836 14.24096
N 2.99279 -25.38760 13.67817
H 2.63475 -25.46673 12.73708
H 3.99546 -25.41716 13.79595
C 2.42930 -26.59030 14.41457
C 0.85705 -26.70414 14.30565
O 0.18459 -26.12463 13.24028
C -1.06630 -26.65568 12.99419
H 4.70596 -21.69013 11.70777
H 2.98906 -21.10064 11.52289
H 3.73527 -22.02943 10.28580
H 2.75337 -21.96875 13.69150
H 4.19277 -22.88545 13.68123
H 1.34828 -24.09334 14.05216
H 2.62806 -24.00038 15.31001
H 2.67036 -26.50431 15.47409
H 2.99241 -27.46818 14.09784
H 0.48037 -26.15905 15.17114
H 0.60999 -27.74898 14.49370
H -1.60930 -26.43467 12.07527
H -1.72738 -26.53540 13.85246
H -1.01540 -27.74312 13.04875
C -2.13440 -11.41938 8.62218
O -2.30861 -12.05955 7.35545
C -1.14333 -12.45446 6.71660
C -1.48195 -12.73600 5.22653
N -2.67485 -13.75788 5.18951
H -3.25171 -13.80876 6.01700
H -3.32139 -13.50841 4.45477
C -2.16234 -15.20575 4.88507
C -3.32246 -16.22930 5.06849
O -3.92519 -16.03578 6.29317
C -4.86719 -17.05448 6.57969
H -3.07731 -11.35558 9.16527
H -1.86429 -10.38738 8.39831
H -1.49051 -11.95205 9.32200
H -0.63826 -13.24090 7.27743
H -0.49105 -11.59159 6.85103
H -0.63291 -13.21684 4.74071
H -1.86859 -11.99470 4.52717
H -1.29307 -15.25428 5.54090
H -1.87355 -15.19759 3.83406
H -2.89432 -17.23139 5.04399
H -4.05171 -16.14392 4.26288
H -5.71003 -17.11595 5.89126
H -5.35714 -16.86879 7.53550
H -4.44546 -18.05567 6.49094
C -7.88416 -24.15081 13.07847
O -7.79606 -22.93039 12.32306
C -7.10286 -23.05840 11.08657
C -6.82051 -21.69805 10.41533
N -6.38330 -20.69423 11.55982
H -6.28842 -19.78501 11.13038
H -7.17807 -20.53543 12.16251
C -5.12179 -21.11702 12.43729
C -3.93728 -21.39494 11.51526
O -3.90324 -20.43975 10.47569
C -2.83488 -20.66468 9.58391
H -8.25504 -23.97367 14.08801
H -6.93370 -24.64830 13.27140
H -8.54407 -24.81045 12.51500
H -7.73708 -23.56822 10.36134
H -6.28022 -23.77338 11.09931
H -7.77236 -21.40409 9.97297
H -6.05317 -21.78088 9.64564
H -5.29997 -22.02267 13.01707
H -4.99465 -20.33115 13.18183
H -3.84532 -22.38928 11.07831
H -3.01989 -21.22823 12.07979
H -2.87525 -21.61136 9.04514
H -1.87241 -20.50252 10.06914
H -3.00769 -19.93086 8.79668
C 5.04429 -11.88109 8.60486
O 5.28475 -12.93015 9.46549
C 5.17488 -12.43922 10.80025
C 5.10799 -13.67006 11.73821
N 3.63301 -14.22227 11.77167
H 3.60773 -14.98225 12.43644
H 3.06139 -13.47711 12.14326
C 2.99302 -14.86791 10.49302
C 1.66015 -15.54063 10.79853
O 0.90816 -14.53261 11.58841
C -0.30880 -14.98993 11.94449
H 5.85967 -11.15798 8.58575
H 4.07202 -11.39147 8.66027
H 5.15057 -12.31767 7.61179
H 4.36136 -11.73620 10.97926
H 6.11475 -11.94889 11.05384
H 5.31794 -13.36885 12.76451
H 5.69745 -14.54336 11.45893
H 3.67670 -15.56738 10.01197
H 2.90545 -14.02080 9.81269
H 1.84069 -16.43652 11.39257
H 1.10824 -15.72372 9.87659
H -0.85439 -15.41973 11.10443
H -0.93749 -14.27224 12.47152
H -0.28950 -15.88129 12.57157
C -19.08335 -17.32306 12.99067
O -18.98578 -18.73413 13.32457
C -20.19084 -19.47675 13.17642
C -19.98807 -21.02308 13.33133
N -18.65977 -21.56025 12.81427
H -18.64649 -21.66143 11.80944
H -17.97762 -20.83630 12.98938
C -18.27577 -22.92608 13.41948
C -16.97498 -23.37255 12.88644
O -16.12460 -22.28466 12.83630
C -14.95806 -22.43715 12.03933
H -18.21981 -16.70407 13.23410
H -19.93674 -16.91772 13.53428
H -19.41133 -17.25161 11.95364
H -20.49463 -19.22524 12.16028
H -20.94409 -19.19793 13.91329
H -20.73791 -21.63226 12.82660
H -20.11415 -21.40860 14.34305
H -19.10656 -23.61712 13.27685
H -18.22927 -22.77465 14.49791
H -17.04601 -23.83875 11.90373
H -16.54617 -24.06870 13.60726
H -15.12467 -23.00002 11.12090
H -14.26464 -22.90625 12.73733
H -14.50672 -21.47229 11.80816
B -5.47331 -24.81168 6.35183
F -4.83784 -25.81150 5.67580
F -6.83377 -25.25095 6.63283
F -4.69442 -24.62027 7.48392
F -5.54604 -23.69856 5.58453
B -8.04438 -15.84275 14.12829
F -7.70021 -14.84305 13.31989
F -9.14372 -16.44161 13.54882
F -6.98631 -16.66484 14.21973
F -8.30611 -15.35676 15.37341
B -10.93176 -18.75114 7.95831
F -12.08478 -19.41216 8.41167
F -10.26362 -19.54259 7.09498
F -11.34573 -17.56373 7.37376
F -10.09592 -18.34391 8.97048
B -8.57695 -30.42663 12.64893
F -7.76335 -29.36326 12.36724
F -9.61602 -30.09380 13.53867
F -9.00935 -31.10078 11.55344
F -7.78869 -31.38522 13.42657
B -1.56471 -22.14288 17.28889
F -1.21172 -23.44597 17.45243
F -1.09655 -21.22848 18.28583
F -1.06845 -21.71883 16.06573
F -2.93392 -22.10255 17.15398
B -8.93220 -25.45246 19.92389
F -9.05747 -24.08662 19.88066
F -8.20249 -25.87966 18.84595
F -8.36675 -25.95515 21.14590
F -10.19738 -26.00441 19.79434
```

Calculated values
total charge	+3
highest occupied orbital energy	-10.20	eV
DFT total energy	-177865.373	eV
energy relative to the best compared isomer or geometry (same formula, charge and spin)	11.177	eV
LUMO level	-0.19531	hartree